Record 1
DFT (ωB97M-V/def2-TZVPD) results for C31H43CsN2OP2S5 as an isolated structure.

Properties
DFT total energy ... -111174.70249 eV
Charge ... -2
2S+1 ... 1
Highest occupied orbital energy ... -1.725 eV
Orbital gap ... 5.4 eV
E_LUMO ... 3.657 eV

Atoms and positions in Å:
1 Cs -1.6938 -1.2497 0.2789
2 S -4.9784 -2.6643 1.1106
3 S -0.0934 2.0155 -3.9165
4 S 0.9191 -0.3871 -5.3469
5 S -4.2955 0.5933 2.1078
6 S -2.0200 -4.7159 -0.2085
7 P 2.8622 0.8721 0.1823
8 P 3.4666 0.1696 3.4467
9 O 3.3726 -1.0749 -3.2933
10 N 3.6132 -2.5648 -0.8109
11 N -2.4199 1.4375 -2.8764
12 C 3.5839 0.6202 5.2248
13 C 3.1458 -2.4738 -3.1681
14 C -2.6264 -1.2339 -3.6541
15 C 1.4174 -4.1790 -0.2355
16 C 2.4226 -3.9739 0.7317
17 C 2.9087 2.2921 1.4545
18 C -2.9214 -4.6115 1.3581
19 C 1.7391 -0.4406 3.2629
20 C -1.9337 7.4241 3.8461
21 C 1.5718 -3.6776 -1.5261
22 C -2.1824 2.7315 -2.5133
23 C -4.5491 -2.0690 2.8253
24 C 2.7191 -2.8973 -1.7351
25 C -1.4299 5.2670 -1.7844
26 C -1.7572 -3.3332 -4.4670
27 C -2.7831 -2.5837 -3.8913
28 C 3.6258 1.8521 2.7373
29 C -0.4553 -1.2356 -4.5997
30 C 4.6557 0.6754 -0.1430
31 C -5.1050 -0.6871 3.0713
32 C -0.6268 -2.6496 -4.7729
33 C -0.9133 3.1810 -2.9087
34 C -3.0633 3.5312 -1.7754
35 C -1.2454 6.4019 3.3257
36 C -4.4335 -4.4072 1.2851
37 C -1.4657 -0.5583 -3.9397
38 C 2.4221 1.7169 -1.3510
39 C -1.4623 0.9044 -3.5557
40 C -0.6148 4.4841 -2.5722
41 C -2.6311 4.7677 -1.3941
42 C 3.4953 -3.1497 0.3661
43 H 4.0825 -0.1358 5.8253
44 H 1.6177 -0.6439 2.1973
45 H -2.7348 -5.5769 1.9048
46 H 0.3671 4.8479 -2.9409
47 H 1.0245 0.1977 3.7555
48 H 2.3441 -2.7370 -3.9394
49 H 1.6920 -1.3734 3.8006
50 H -0.9559 6.1871 -1.4251
51 H 4.1981 -2.8646 1.1798
52 H -3.4112 -0.7009 -3.1005
53 H 2.5531 0.8212 5.6002
54 H -3.6497 -3.1699 -3.5950
55 H 3.4590 2.5635 3.5563
56 H 2.9034 2.6466 -1.4205
57 H -6.1368 -0.7157 2.7606
58 H 0.4269 -4.6897 -0.0503
59 H -4.7747 -4.8715 0.3506
60 H 2.3585 -4.4631 1.7415
61 H 1.3601 1.7940 -1.4003
62 H -1.5306 8.4588 3.9679
63 H -4.9310 -4.7971 2.1858
64 H -5.0800 -0.5017 4.1424
65 H 1.8760 2.6486 1.6672
66 H 0.2046 -3.2505 -5.2057
67 H -1.9355 -4.4273 -4.6345
68 H -3.4065 -2.1138 2.9190
69 H -2.5510 -3.8147 2.0145
70 H 4.9626 0.0323 0.6562
71 H 4.2733 1.4718 5.2522
72 H -3.2383 5.3393 -0.6902
73 H 2.6000 -0.7245 -3.8091
74 H -1.8534 5.4791 3.0931
75 H 4.7111 0.1672 -1.1250
76 H -4.9555 -2.8347 3.4934
77 H 5.1677 1.6456 -0.2021
78 H 4.7228 1.8847 2.4272
79 H -0.2302 6.4259 2.9045
80 H 3.4781 3.0859 0.9608
81 H 0.8089 -3.8633 -2.2301
82 H 4.0317 -3.0192 -3.4536
83 H -3.9934 3.1331 -1.3877
84 H 2.7662 1.1433 -2.2130
85 H -2.8621 7.1959 4.2912

Record 2
DFT (ωB97M-V/def2-TZVPD) results for C30H58AsF8O18S6 as an isolated structure.

Properties
DFT total energy ... -216495.10015 eV
Charge ... -1
2S+1 ... 1
Highest occupied orbital energy ... -8.069 eV
Orbital gap ... 9.6 eV
E_LUMO ... 1.560 eV

Atoms and positions in Å:
1 As -1.7188 0.1746 0.0316
2 S 9.2940 -3.1676 -6.1726
3 S -4.1682 8.5220 3.2637
4 S -6.4623 -5.7518 5.5101
5 S -7.6706 2.3466 -5.7520
6 S 0.5684 2.0759 8.5868
7 S 0.9657 -7.5727 -2.9662
8 F 3.6806 5.7124 -7.3614
9 F -3.0377 -0.8262 -0.5123
10 F 9.0295 -4.3402 5.2868
11 F -1.1181 -1.2994 1.0263
12 F -0.8477 -0.3721 -1.4520
13 F -2.3698 1.5685 -0.8598
14 F -2.6860 0.6903 1.4744
15 F -0.2401 1.1334 0.5672
16 O -4.3116 9.7579 4.0863
17 O -5.5142 -5.6623 6.5932
18 O -0.5176 3.0515 8.3977
19 O -7.8508 -5.8546 5.7990
20 O -6.0047 -7.0252 4.5248
21 O 10.5713 -2.8998 -6.8181
22 O -8.9707 2.3466 -6.4468
23 O 1.8118 2.5092 7.5245
24 O -5.3235 7.4746 3.7566
25 O -7.0804 3.6256 -5.3102
26 O -0.0529 -6.4088 -3.5746
27 O 1.1462 1.7714 9.9050
28 O -4.1166 8.6405 1.8076
29 O 2.0827 -7.6985 -3.9073
30 O 8.7489 -1.6990 -5.5540
31 O 0.1400 -8.7160 -2.6498
32 O 8.1654 -3.7605 -6.8972
33 O -6.5915 1.7220 -6.8155
34 C 1.3895 -6.6340 -1.4180
35 C -4.6449 -7.2660 4.2605
36 C -6.1419 -4.3375 4.3905
37 C 7.2731 -0.6228 -4.0193
38 C 5.9972 -2.6357 4.1265
39 C 8.1577 -3.4859 4.6658
40 C 1.2002 6.9003 -5.0317
41 C 7.4581 -1.6756 -5.0641
42 C 6.5542 -1.5216 3.5357
43 C 6.7836 -3.6415 4.6492
44 C 9.6022 -3.9725 -4.5793
45 C 3.3068 7.8598 -6.6081
46 C 2.5412 8.6913 -5.7932
47 C -5.1974 1.8186 -6.6120
48 C -6.6878 5.5862 3.7891
49 C -5.8819 6.5540 2.8891
50 C 2.3296 3.7835 7.6793
51 C 3.2136 4.1406 6.4956
52 C -4.5838 1.3411 -7.8745
53 C 8.7276 -2.3284 4.0834
54 C 1.5344 8.2527 -4.9655
55 C 1.9338 6.0452 -5.8349
56 C -0.0631 0.5393 7.7152
57 C -4.4251 -8.3570 3.2534
58 C -1.3993 -6.4294 -3.2372
59 C -2.1580 -5.5635 -4.2283
60 C -7.6967 1.1323 -4.4265
61 C -2.6801 7.5578 3.8632
62 C 3.0018 6.5074 -6.5725
63 C 7.9655 -1.3163 3.5063
64 H -2.1818 -6.1787 -5.1278
65 H 1.6172 -5.5943 -1.6527
66 H 2.7105 4.1350 5.5287
67 H -5.0236 -9.2387 3.4823
68 H 0.4568 6.5864 -4.3139
69 H -5.0496 1.0206 -5.8844
70 H 0.7932 -0.1344 7.6852
71 H 1.7120 4.9887 -5.8666
72 H -8.6361 1.2121 -3.8795
73 H -3.1429 -5.3071 -3.8380
74 H 6.2300 -0.6426 -3.7037
75 H -2.4916 6.6815 3.2430
76 H 5.8689 -0.7727 3.1673
77 H 4.9196 -2.6747 4.0665
78 H -4.7857 -7.9618 2.3037
79 H 7.9438 -0.9333 -3.2181
80 H 2.1588 -7.0834 -0.7900
81 H 1.1091 8.9826 -4.2926
82 H -3.3782 -8.6591 3.2247
83 H -5.0445 1.8009 -8.7489
84 H -1.7575 -7.4550 -3.3262
85 H 10.3956 -3.3080 -4.2374
86 H 8.3330 -0.4426 2.9886
87 H -6.6687 -4.4266 3.4404
88 H 2.8421 9.7270 -5.7354
89 H -4.8511 2.8081 -6.3136
90 H -1.8984 8.3166 3.8278
91 H 1.5586 4.5292 7.8735
92 H -1.5591 -6.2163 -2.1803
93 H 8.7513 -3.9473 -3.8985
94 H 2.9684 3.6522 8.5527
95 H -0.3012 0.7939 6.6825
96 H 0.4505 -6.6156 -0.8648
97 H 9.8061 -2.3015 4.0321
98 H -6.5864 7.1796 2.3411
99 H -6.4941 -3.4488 4.9143
100 H 4.0918 8.3345 -7.1781
101 H -2.9033 7.3095 4.9009
102 H -7.1651 4.8744 3.1156
103 H -4.2859 -6.2754 3.9814
104 H 6.3791 -4.5384 5.0947
105 H -7.4369 6.1079 4.3848
106 H -5.0797 -4.2701 4.1549
107 H 6.8201 -1.4699 -5.9236
108 H -6.8264 1.2728 -3.7855
109 H -7.5612 0.1153 -4.7946
110 H -1.5848 -4.6553 -4.4144
111 H -4.5023 0.2755 -8.0893
112 H 3.9941 3.3893 6.3754
113 H -0.9427 0.1414 8.2211
114 H 3.5703 5.1563 6.6665
115 H -6.0237 5.0763 4.4869
116 H 7.0728 -2.6457 -4.7502
117 H -5.1143 6.1321 2.2402
118 H -4.1582 -7.5050 5.2061
119 H 9.9764 -4.9623 -4.8408
120 H -3.5552 1.7014 -7.8629
121 H 7.4990 0.3729 -4.4008

Record 3
DFT (ωB97M-V/def2-TZVPD) results for C9H6BeN2O4 as an isolated structure.

Properties
DFT total energy ... -20981.33459 eV
Charge ... +2
2S+1 ... 1
Highest occupied orbital energy ... -16.034 eV
Orbital gap ... 5.1 eV
E_LUMO ... -10.911 eV

Atoms and positions in Å:
1 O 0.0138 1.7035 -3.4606
2 O -2.5331 -1.9066 -1.5827
3 O 2.5070 -1.9536 -1.5620
4 O 0.0033 -1.2861 -4.2140
5 N -0.0269 -1.7583 1.3472
6 N 0.0035 0.2988 0.1914
7 C 0.0047 -0.9624 -3.0855
8 C 0.0185 2.3337 1.5103
9 C -0.0089 -0.3832 1.3827
10 C 0.0107 0.8796 -2.6087
11 C 1.5097 -1.2894 -1.4633
12 C 0.0043 1.5695 2.7266
13 C -1.5197 -1.2582 -1.4785
14 C 0.0200 1.6499 0.3235
15 C -0.0107 0.1879 2.6743
16 Be 0.0018 -0.4262 -1.4395
17 H -0.0294 -2.3706 2.1822
18 H 0.0290 3.4414 1.5492
19 H -0.0216 -0.4881 3.5080
20 H 0.0047 2.0471 3.6662
21 H 0.0345 2.2314 -0.6374
22 H -0.0152 -2.2600 0.4705

Record 4
DFT (ωB97M-V/def2-TZVPD) results for a 4-piece molecular cluster, C3H13NO3 overall.

Properties
DFT total energy ... -10953.45695 eV
2S+1 ... 1
Highest occupied orbital energy ... -7.718 eV
Orbital gap ... 8.1 eV
SMILES string ... C=CNC.O.O.O
E_LUMO ... 0.417 eV

Atoms and positions in Å:
1 O 0.2165 -2.1529 0.9287
2 O 0.8985 -0.1280 -1.3303
3 O 4.1162 -0.6905 -1.5478
4 N -1.3380 1.4006 0.3337
5 C -2.9885 -0.3890 0.1326
6 C -0.2798 1.9376 1.1777
7 C -2.3493 0.5893 0.7980
8 H 4.8387 -0.0715 -1.4239
9 H -0.2054 1.3330 2.0893
10 H -3.6649 -1.0063 0.6971
11 H -0.5043 2.9524 1.5034
12 H 0.1371 -1.6088 0.1304
13 H 0.6737 0.2104 -2.1970
14 H -2.4480 0.6819 1.8830
15 H -2.5926 -0.5959 -0.8569
16 H 0.6374 1.8536 0.6038
17 H 4.4038 -1.4697 -1.0804
18 H -0.6034 -2.6436 1.0213
19 H 1.8013 0.1880 -1.1237
20 H -0.9981 0.9857 -0.5275

Record 5
DFT (ωB97M-V/def2-TZVPD) results for one molecule with the formula C6H10N2O.

Properties
DFT total energy ... -11410.74390 eV
2S+1 ... 1
Highest occupied orbital energy ... -9.514 eV
Orbital gap ... 10.3 eV
SMILES string ... [H]/N=C(\N)CC(=C)C(C)=O
E_LUMO ... 0.805 eV

Atoms and positions in Å:
1 O -1.5798 0.3018 -1.7817
2 N -0.5295 -1.7033 0.1387
3 N 1.6926 -1.7288 0.9821
4 C -0.6099 0.4038 -1.0732
5 C -1.4887 1.8835 0.6779
6 C 0.5901 -1.1527 0.7612
7 C 0.3620 0.2675 1.2236
8 C -0.6211 0.9529 0.3153
9 C 0.9242 0.4521 -1.6598
10 H 1.7451 -2.6957 0.6584
11 H 1.3341 0.7659 1.2107
12 H -0.4477 -2.6116 -0.2905
13 H -2.1729 2.3181 -0.0333
14 H 0.8944 0.2082 -2.7248
15 H -1.4695 -1.4342 0.4023
16 H -0.0229 0.2606 2.2510
17 H 1.2636 1.4843 -1.5249
18 H -1.5452 2.2369 1.6977
19 H 1.6812 -0.2092 -1.2308

Record 6
DFT (ωB97M-V/def2-TZVPD) results for one molecule with the formula C4H2BrNO.

Properties
DFT total energy ... -77753.33211 eV
2S+1 ... 1
Highest occupied orbital energy ... -8.438 eV
Orbital gap ... 6.1 eV
E_LUMO ... -2.372 eV

Atoms and positions in Å:
1 Br -2.2676 -0.9073 0.0431
2 O -1.1365 2.9785 -0.1305
3 N -0.3349 -1.8597 -0.2091
4 C 1.7911 -0.6318 0.0055
5 C 0.6972 -1.3061 -0.0658
6 C -1.5799 1.9090 -0.1288
7 C -1.7554 0.7656 0.3702
8 H 2.2483 -0.3086 -0.8600
9 H 2.3377 -0.6395 0.9753

Record 7
DFT (ωB97M-V/def2-TZVPD) results for a 2-piece molecular cluster, C2H3ClFNO2 overall.

Properties
DFT total energy ... -22942.46241 eV
2S+1 ... 1
Highest occupied orbital energy (spin up / spin down) ... -10.459 / -7.156 eV
Orbital gap (spin up / spin down) ... 10.9 / 5.3 eV
E_LUMO (spin up / spin down) ... 0.392 / -1.806 eV

Atoms and positions in Å:
1 Cl 3.7465 0.6393 -0.2058
2 F 3.6256 -1.7091 0.6714
3 O 0.1734 -0.8305 -0.6337
4 O 0.9088 1.4062 0.3025
5 N -0.3103 1.2786 -0.0376
6 C -0.6575 0.0692 -0.5346
7 C 2.9011 -0.8127 0.0259
8 H -1.7709 -0.1705 -0.9256
9 H -0.9110 2.1393 -0.0195
10 H 1.7949 -0.8966 -0.1156

Record 8
DFT (ωB97M-V/def2-TZVPD) results for C42H55BClN12O5P2RbS3Se2 as an isolated structure.

Properties
DFT total energy ... -268206.02848 eV
Charge ... -2
2S+1 ... 1
Highest occupied orbital energy ... -2.092 eV
Orbital gap ... 5.4 eV
E_LUMO ... 3.330 eV

Atoms and positions in Å:
1 Rb 0.6282 -0.7590 -1.8386
2 Se -1.2431 2.6216 -3.2059
3 Se 2.4904 1.9271 -2.5712
4 Cl -6.5395 -0.8460 -0.5560
5 S 2.6762 -0.1364 4.0941
6 S 4.6187 -2.5687 1.7831
7 S 0.5354 2.9378 0.4248
8 P 0.8565 2.9625 -3.5150
9 P -1.6930 -3.4754 2.9367
10 O 0.2072 -0.3339 -4.4442
11 O -0.4632 -3.8434 -0.9701
12 O -1.0564 -2.7215 1.8411
13 O -2.6634 -3.8671 -0.5753
14 O -1.0140 -0.5347 -6.3445
15 N -1.5149 4.4154 1.3602
16 N 1.7296 2.4105 3.6147
17 N -0.6398 3.1579 2.9346
18 N -2.6214 -0.2236 -0.6167
19 N -0.9279 -4.9149 3.2434
20 N 4.4689 -2.4199 -0.7509
21 N -1.2722 -2.3463 -3.2976
22 N -1.8022 -2.6411 4.3489
23 N 1.9144 -2.8541 1.6633
24 N 3.1773 -2.5704 -0.3236
25 N 3.8602 2.1517 3.2173
26 N -3.2566 -3.8902 2.4954
27 C -4.1389 -2.7843 2.1220
28 C -1.5898 -3.7095 -1.3721
29 C 5.3345 -2.3993 0.1962
30 C 0.4106 7.0430 -3.6507
31 C 1.1628 7.4964 -2.5694
32 C -0.7576 -1.6914 4.7152
33 C -2.2689 4.6114 2.5034
34 C 0.4428 2.3297 -6.2323
35 C 3.5767 3.4952 3.0414
36 C -0.6873 -0.8016 -5.1712
37 C -2.5177 1.0007 -0.0995
38 C -2.9565 -4.0415 -3.4639
39 C -0.5154 3.4974 1.6161
40 C -2.8146 -2.8668 5.3551
41 C -1.9649 -3.3593 -2.7825
42 C -3.2370 -3.6294 -4.7629
43 C 2.0188 2.8425 -7.9814
44 C 5.1280 1.5294 2.9343
45 C 1.2599 2.9602 -5.3081
46 C 6.8094 -2.2331 -0.0140
47 C 3.0706 -2.6582 0.9660
48 C -3.8336 -0.7541 -0.7641
49 C -3.9435 -5.0943 2.9083
50 C 2.8412 3.4791 -7.0538
51 C 2.2660 3.6422 3.2923
52 C 2.4641 3.5328 -5.7222
53 C 1.0531 4.7676 -3.1501
54 C 0.3538 5.6872 -3.9336
55 C -0.7504 -5.4984 4.5507
56 C 1.8494 6.5851 -1.7809
57 C 2.7226 1.4932 3.5968
58 C -3.6226 1.7258 0.3313
59 C -1.7221 5.0747 0.0856
60 C -0.3968 -5.6909 2.1321
61 C -2.5325 -2.5687 -5.2987
62 C -4.8829 1.1694 0.2056
63 C 1.7975 5.2246 -2.0717
64 C 0.8264 2.2694 -7.5691
65 C -1.7270 3.8303 3.4583
66 C 7.4137 -3.4251 -0.7625
67 C -4.9782 -0.0899 -0.3631
68 C -1.5404 -1.9465 -4.5383
69 B 0.1968 2.1550 3.8243
70 H 1.6602 4.5297 3.2517
71 H -0.1592 -2.0646 5.5540
72 H -3.4704 -4.8717 -2.9973
73 H -0.1363 7.7494 -4.2656
74 H -0.9680 -6.6163 1.9793
75 H -3.3962 -1.9556 5.5282
76 H -3.8889 -1.7463 -1.1996
77 H -4.4818 -5.5245 2.0587
78 H 3.7829 3.9126 -7.3721
79 H 7.3284 -4.3373 -0.1687
80 H 7.2972 -2.1080 0.9534
81 H -0.4219 -5.1031 1.2155
82 H -0.8319 4.9285 -0.5229
83 H -0.4715 1.8508 -5.9076
84 H 3.1042 4.0096 -4.9893
85 H -0.0753 2.4292 4.9824
86 H 5.2991 1.4715 1.8574
87 H -2.3383 -3.8851 0.3470
88 H -1.1940 -0.7329 4.9980
89 H -0.0907 1.0190 3.5421
90 H -2.7105 -2.1992 -6.2980
91 H 5.1026 0.5253 3.3502
92 H 0.1940 1.7494 -8.2793
93 H 6.8823 -3.5758 -1.7017
94 H -4.7579 -2.4564 2.9674
95 H -4.6798 -4.9001 3.7001
96 H -3.2275 -5.8309 3.2693
97 H 0.2979 -5.7760 4.6973
98 H -2.0202 3.6889 4.4846
99 H -0.1017 -1.5030 3.8713
100 H -1.5180 1.4189 -0.0194
101 H -3.4978 -3.6586 5.0501
102 H 1.8697 -2.3472 2.5362
103 H -3.5406 -1.9390 1.7818
104 H -2.5623 4.6401 -0.4587
105 H -1.0237 -4.7861 5.3266
106 H 0.6454 -5.9553 2.3296
107 H -3.4931 2.7111 0.7606
108 H 2.3182 2.7865 -9.0230
109 H 1.2127 8.5575 -2.3474
110 H 5.9370 2.0987 3.3969
111 H -2.3620 -3.1563 6.3116
112 H -0.2457 5.3290 -4.7627
113 H -4.7979 -3.0874 1.3052
114 H 1.0557 -2.7715 1.1269
115 H -1.8949 6.1404 0.2460
116 H 6.9726 -1.3215 -0.5910
117 H -3.1050 5.2902 2.5264
118 H -5.7713 1.6908 0.5376
119 H 2.4256 6.9397 -0.9332
120 H -3.9948 -4.1441 -5.3421
121 H -1.3549 -6.4067 4.6851
122 H 4.3257 4.2009 2.7263
123 H 2.3280 4.5040 -1.4611
124 H 8.4691 -3.2486 -0.9810

Please write out number 7 again, unchanged.
DFT (ωB97M-V/def2-TZVPD) results for a 2-piece molecular cluster, C2H3ClFNO2 overall.

Properties
DFT total energy ... -22942.46241 eV
2S+1 ... 1
Highest occupied orbital energy (spin up / spin down) ... -10.459 / -7.156 eV
Orbital gap (spin up / spin down) ... 10.9 / 5.3 eV
E_LUMO (spin up / spin down) ... 0.392 / -1.806 eV

Atoms and positions in Å:
1 Cl 3.7465 0.6393 -0.2058
2 F 3.6256 -1.7091 0.6714
3 O 0.1734 -0.8305 -0.6337
4 O 0.9088 1.4062 0.3025
5 N -0.3103 1.2786 -0.0376
6 C -0.6575 0.0692 -0.5346
7 C 2.9011 -0.8127 0.0259
8 H -1.7709 -0.1705 -0.9256
9 H -0.9110 2.1393 -0.0195
10 H 1.7949 -0.8966 -0.1156

> DFT total energy of number 7 (C2H3ClFNO2)?

-22942.46241 eV